A cluster of 7 separate species, C22H37FNO15 in total at a distorted geometry, computed with ωB97M-V with the def2-TZVPD basis set.

Cartesian coordinates (Å):
F (0.067, -0.286, -0.263)
C (1.598, -1.840, 2.065)
C (2.855, -1.337, 1.305)
C (3.235, 0.023, 1.865)
O (4.608, 0.015, 2.038)
C (5.090, -1.129, 1.814)
O (6.300, -1.450, 1.846)
O (4.059, -2.026, 1.554)
H (1.856, -1.792, 3.164)
H (1.484, -2.862, 1.642)
H (0.654, -1.310, 1.984)
H (2.700, -1.223, 0.190)
H (2.835, 0.347, 2.765)
H (2.954, 0.745, 1.161)
C (-2.137, -4.545, 0.712)
C (-2.209, -3.017, 0.780)
C (-2.872, -2.504, -0.519)
O (-4.064, -2.004, -0.105)
C (-4.198, -2.068, 1.148)
O (-5.110, -1.603, 1.766)
O (-3.157, -2.692, 1.759)
H (-3.107, -4.876, 0.149)
H (-2.113, -5.100, 1.679)
H (-1.278, -4.821, 0.126)
H (-1.251, -2.451, 0.809)
H (-2.846, -3.095, -1.394)
H (-2.411, -1.617, -0.721)
C (-2.562, 0.544, 2.330)
C (-1.508, 0.383, 3.437)
C (-0.156, 1.118, 3.072)
O (-0.270, 2.420, 3.645)
C (-1.142, 2.265, 4.621)
O (-1.179, 3.164, 5.486)
O (-1.831, 1.144, 4.561)
H (-3.610, 0.314, 2.487)
H (-2.223, -0.108, 1.496)
H (-2.496, 1.542, 2.029)
H (-1.301, -0.722, 3.574)
H (0.121, 0.986, 2.010)
H (0.643, 0.683, 3.573)
C (-2.401, 1.356, -1.272)
O (-2.452, 2.496, -2.128)
C (-3.067, 2.507, -3.250)
O (-3.090, 1.358, -4.074)
O (-3.430, 3.761, -3.678)
C (-3.701, 3.899, -5.091)
H (-1.657, 0.637, -1.660)
H (-3.425, 0.870, -1.160)
H (-1.971, 1.578, -0.285)
H (-4.546, 3.275, -5.436)
H (-2.764, 3.692, -5.554)
H (-3.856, 4.977, -5.181)
C (0.758, 3.127, 0.351)
O (1.177, 4.326, -0.230)
C (2.464, 4.540, -0.364)
O (3.502, 3.909, 0.469)
O (2.760, 5.280, -1.328)
C (4.049, 5.717, -1.502)
H (1.352, 2.648, 1.234)
H (0.546, 2.279, -0.341)
H (-0.081, 3.329, 0.940)
H (3.916, 6.576, -2.059)
H (4.637, 5.099, -2.042)
H (4.652, 6.002, -0.666)
C (2.273, -2.564, -3.507)
C (2.133, -3.853, -2.638)
C (1.035, -3.751, -1.529)
C (1.161, -4.707, -0.408)
N (1.212, -5.479, 0.464)
H (3.170, -2.550, -4.072)
H (2.205, -1.689, -2.876)
H (1.414, -2.287, -4.145)
H (3.014, -4.189, -2.220)
H (1.916, -4.734, -3.223)
H (0.068, -3.934, -1.955)
H (1.001, -2.716, -1.223)

Computed properties:
Frontier orbital gap, eV: 9.07
Strongest force on any atom, eV/Å: 10.59
Total energy, eV: -58330.209
LUMO energy, eV: 2.343
ΔE to the lowest compared entry with this formula, charge and spin, kJ/mol: 246.4
Net charge: -1

A cluster of 2 separate species, C22H37N2O4 in total at a distorted geometry, computed with ωB97M-V with the def2-TZVPD basis set.

Cartesian coordinates (Å):
C (1.863, -2.623, 1.716)
C (1.601, -2.095, 0.664)
N (1.285, -1.489, -0.499)
C (0.187, -2.153, -1.207)
C (-1.090, -2.343, -0.333)
C (-2.258, -2.779, -1.289)
C (-3.621, -2.386, -0.639)
C (-4.589, -1.631, -1.570)
C (-4.312, -0.114, -1.723)
C (-2.907, 0.256, -2.234)
C (-2.655, -0.033, -3.725)
C (-1.187, 0.421, -4.062)
C (1.114, -0.019, -0.379)
C (0.707, 0.481, 1.023)
C (0.010, 1.879, 0.918)
C (-1.522, 1.776, 1.026)
C (-2.002, 1.316, 2.419)
O (-3.401, 1.698, 2.559)
C (-4.256, 0.687, 2.352)
O (-5.435, 0.850, 2.502)
C (2.464, 0.662, -0.839)
O (2.950, 1.604, -0.183)
O (2.945, 0.176, -1.877)
H (1.852, -3.206, 2.609)
H (-0.045, -1.673, -2.162)
H (0.534, -3.175, -1.444)
H (-0.932, -3.168, 0.370)
H (-1.333, -1.415, 0.198)
H (-2.156, -3.858, -1.452)
H (-2.112, -2.275, -2.252)
H (-3.449, -1.878, 0.318)
H (-4.121, -3.337, -0.383)
H (-5.591, -1.713, -1.112)
H (-4.675, -2.128, -2.548)
H (-5.075, 0.289, -2.405)
H (-4.433, 0.337, -0.725)
H (-2.092, -0.172, -1.634)
H (-2.805, 1.349, -2.113)
H (-2.745, -1.091, -3.998)
H (-3.306, 0.588, -4.354)
H (-1.158, 1.150, -4.880)
H (-0.732, 0.908, -3.188)
H (-0.534, -0.418, -4.329)
H (0.363, 0.351, -1.095)
H (0.009, -0.178, 1.553)
H (1.631, 0.628, 1.594)
H (0.416, 2.542, 1.695)
H (0.267, 2.324, -0.053)
H (-1.968, 2.762, 0.823)
H (-1.960, 1.082, 0.292)
H (-1.423, 1.822, 3.196)
H (-1.934, 0.224, 2.499)
H (-3.893, -0.311, 2.040)
C (6.465, 1.733, 0.965)
C (6.752, 2.382, 2.315)
C (6.843, 1.376, 3.469)
C (5.577, 0.643, 3.641)
N (4.588, 0.074, 3.776)
H (5.497, 1.230, 0.952)
H (6.443, 2.488, 0.180)
H (7.238, 1.002, 0.711)
H (5.972, 3.115, 2.530)
H (7.699, 2.927, 2.254)
H (7.068, 1.895, 4.402)
H (7.641, 0.655, 3.281)

Computed properties:
Frontier orbital gap, eV: 7.23
Strongest force on any atom, eV/Å: 1.85
Total energy, eV: -34583.395
LUMO energy, eV: 2.845
Net charge: -1

A structure of composition C22H37N2PSiSn at a distorted geometry, computed with ωB97M-V with the def2-TZVPD basis set.

Cartesian coordinates (Å):
C (0.447, 2.426, -3.424)
C (-0.850, 1.975, -3.130)
C (-1.049, 0.975, -2.154)
C (0.078, 0.507, -1.493)
C (1.379, 0.937, -1.761)
C (1.561, 1.923, -2.735)
C (-2.435, 0.475, -1.855)
C (-2.578, -1.030, -1.516)
N (-2.719, -1.868, -2.671)
Sn (-0.125, -0.726, 0.284)
C (2.564, 0.296, -1.035)
P (2.111, -1.484, -0.726)
H (-1.724, 2.354, -3.659)
H (2.590, 2.237, -2.949)
H (0.604, 3.152, -4.230)
H (2.762, 0.766, -0.051)
H (3.495, 0.292, -1.635)
H (-2.879, 1.052, -1.023)
H (-3.082, 0.671, -2.729)
H (-1.695, -1.504, -0.960)
C (3.415, -2.296, 0.214)
C (2.078, -2.199, -2.403)
H (-3.447, -1.195, -0.854)
C (-1.555, -1.964, -3.537)
C (-3.266, -3.176, -2.324)
H (0.108, -2.091, 2.071)
H (-1.878, -2.565, -4.396)
H (-1.242, -0.967, -3.868)
H (-0.671, -2.473, -3.092)
H (-3.488, -3.687, -3.262)
H (-2.591, -3.814, -1.720)
H (-4.186, -3.012, -1.754)
H (3.088, -2.175, -2.846)
H (1.731, -3.241, -2.335)
H (1.398, -1.658, -3.077)
H (4.377, -2.234, -0.317)
H (3.511, -1.847, 1.213)
H (3.135, -3.352, 0.336)
H (-0.360, -2.535, 1.613)
C (-3.153, 0.997, 1.496)
Si (-1.544, 1.107, 2.456)
C (-1.460, 2.719, 3.365)
C (-1.558, -0.382, 3.588)
N (-0.038, 1.053, 1.507)
C (1.216, 1.310, 2.098)
C (1.975, 2.460, 1.764)
C (3.142, 2.729, 2.467)
C (3.606, 1.825, 3.432)
C (2.930, 0.617, 3.669)
C (1.770, 0.340, 2.958)
H (-3.885, 1.030, 2.323)
H (-3.323, 0.077, 0.919)
H (-3.325, 1.864, 0.842)
H (-2.345, 2.702, 4.023)
H (-0.529, 2.789, 3.951)
H (-1.509, 3.565, 2.659)
H (-1.626, -1.340, 3.052)
H (-0.675, -0.376, 4.245)
H (-2.478, -0.188, 4.166)
H (1.566, 3.119, 0.997)
H (3.679, 3.677, 2.295)
H (4.497, 2.044, 4.008)
H (3.256, -0.106, 4.421)
H (1.200, -0.575, 3.090)

Computed properties:
Frontier orbital gap, eV: 6.24
Strongest force on any atom, eV/Å: 2.34
Total energy, eV: -49389.836
LUMO energy, eV: 0.340
ΔE to the lowest compared entry with this formula, charge and spin, kJ/mol: 175.4
Net charge: 0

A structure of composition C22H37N3O3PrS2Se2SiTe2 at a distorted geometry, computed with ωB97M-V with the def2-TZVPD basis set.

Cartesian coordinates (Å):
Pr (9.370, 10.011, 8.835)
Se (10.510, 10.464, 6.128)
Te (9.304, 8.214, 5.005)
Te (6.984, 8.627, 6.314)
Se (7.462, 7.782, 8.613)
S (9.440, 13.056, 9.285)
C (7.769, 12.704, 9.545)
C (6.888, 13.797, 9.832)
C (5.658, 13.400, 10.315)
C (5.330, 12.056, 10.496)
C (6.258, 11.083, 10.120)
N (7.435, 11.394, 9.568)
H (7.223, 14.809, 9.582)
H (5.028, 14.199, 10.673)
H (4.419, 11.718, 10.904)
H (6.100, 10.037, 10.379)
N (11.420, 7.979, 8.784)
C (12.397, 8.912, 8.485)
C (13.547, 8.644, 7.764)
C (14.474, 9.611, 7.576)
C (14.293, 10.858, 8.087)
C (13.053, 11.081, 8.715)
N (12.139, 10.131, 8.855)
H (11.267, 7.189, 8.167)
H (11.165, 7.900, 9.765)
H (13.715, 7.716, 7.378)
H (15.450, 9.335, 7.182)
H (15.090, 11.605, 8.020)
H (12.827, 12.052, 9.197)
C (12.117, 7.411, 13.824)
C (11.080, 7.813, 14.877)
C (10.185, 6.612, 15.088)
C (11.593, 8.343, 16.258)
O (10.294, 8.800, 14.263)
Si (9.712, 9.617, 12.894)
S (9.282, 8.416, 11.284)
O (10.769, 10.812, 12.563)
C (11.111, 12.098, 13.151)
C (12.076, 11.858, 14.224)
C (9.877, 12.759, 13.802)
C (11.683, 13.024, 12.025)
O (8.388, 10.358, 13.612)
C (7.428, 9.690, 14.342)
C (6.168, 10.621, 14.346)
C (7.914, 9.585, 15.858)
C (6.976, 8.357, 13.829)
H (12.739, 6.574, 14.215)
H (12.826, 8.255, 13.759)
H (11.742, 7.156, 12.834)
H (9.342, 6.685, 15.793)
H (10.856, 5.744, 15.388)
H (9.796, 6.374, 14.079)
H (12.155, 7.573, 16.895)
H (10.685, 8.623, 16.838)
H (12.191, 9.218, 16.148)
H (11.610, 11.122, 14.931)
H (12.192, 12.698, 14.873)
H (13.066, 11.393, 13.897)
H (9.713, 12.434, 14.848)
H (8.860, 12.502, 13.308)
H (9.876, 13.832, 13.692)
H (12.232, 12.433, 11.297)
H (12.288, 13.790, 12.405)
H (10.886, 13.559, 11.504)
H (6.674, 11.615, 14.362)
H (5.471, 10.297, 15.116)
H (5.762, 10.705, 13.343)
H (7.866, 10.605, 16.230)
H (8.883, 9.152, 15.985)
H (7.246, 8.954, 16.467)
H (6.515, 8.555, 12.839)
H (6.143, 8.096, 14.507)
H (7.588, 7.512, 13.724)

Computed properties:
Frontier orbital gap (alpha / beta), eV: 6.50 / 6.51
Multiplicity: 3
Strongest force on any atom, eV/Å: 3.40
Total energy, eV: -222934.000
LUMO energy (alpha / beta), eV: 2.086 / 2.089
Net charge: -1

A structure of composition C22H37O3SiZn at a distorted geometry, computed with ωB97M-V with the def2-TZVPD basis set.

Cartesian coordinates (Å):
O (-0.546, -0.854, -3.217)
C (0.762, -0.670, -3.855)
C (0.160, 0.381, -4.774)
H (1.065, -1.590, -4.333)
H (1.548, -0.273, -3.184)
C (-1.048, 0.346, -3.858)
H (-0.289, -0.008, -5.659)
H (0.733, 1.298, -4.955)
C (-2.405, 0.071, -4.453)
H (-2.456, -0.945, -4.857)
H (-2.588, 0.779, -5.262)
H (-3.186, 0.174, -3.686)
C (-0.947, 1.679, -3.190)
H (0.097, 1.923, -2.916)
H (-1.571, 1.816, -2.309)
H (-1.246, 2.458, -3.901)
Zn (0.144, 0.948, -0.494)
C (1.760, 2.332, 1.322)
C (2.190, 1.002, 1.143)
C (2.276, 0.727, -0.257)
H (2.516, 0.325, 1.943)
C (1.918, 1.961, -0.957)
C (1.595, 2.938, 0.055)
H (1.364, 3.983, -0.147)
H (1.642, 2.831, 2.291)
H (2.714, -0.144, -0.739)
H (2.085, 2.145, -2.012)
C (-1.294, -0.420, 1.797)
C (-1.443, 0.721, 0.792)
C (-1.912, 0.151, -0.424)
H (-1.634, 1.725, 1.166)
C (-1.805, -1.283, -0.328)
C (-1.349, -1.640, 0.910)
H (-1.149, -2.624, 1.311)
H (-2.205, -0.405, 2.432)
H (-2.493, 0.674, -1.179)
H (-2.089, -1.969, -1.136)
O (0.868, -0.872, -6.689)
C (0.163, -0.147, -7.767)
C (0.482, -0.835, -9.090)
H (0.491, 0.902, -7.755)
H (-0.924, -0.179, -7.588)
C (1.474, -1.983, -8.718)
H (0.906, -0.122, -9.806)
H (-0.441, -1.241, -9.525)
C (1.387, -2.119, -7.203)
H (2.489, -1.681, -8.990)
H (1.249, -2.918, -9.230)
H (2.362, -2.249, -6.729)
H (0.718, -2.950, -6.920)
C (1.506, 0.506, 4.752)
Si (-0.108, -0.316, 4.314)
C (-0.194, -2.048, 5.006)
C (-1.550, 0.712, 4.915)
O (-0.127, -0.332, 2.632)
H (1.566, 0.669, 5.837)
H (1.609, 1.477, 4.253)
H (2.354, -0.124, 4.459)
H (-0.048, -2.022, 6.097)
H (-1.164, -2.525, 4.812)
H (0.593, -2.681, 4.577)
H (-1.425, 1.763, 4.627)
H (-2.513, 0.357, 4.516)
H (-1.604, 0.668, 6.011)

Computed properties:
Frontier orbital gap, eV: 2.56
Strongest force on any atom, eV/Å: 3.95
Total energy, eV: -85847.748
LUMO energy, eV: 2.299
Net charge: -1

A cluster of 6 separate species, C22H38FN7O12S2 in total at a distorted geometry, computed with ωB97M-V with the def2-TZVPD basis set.

Cartesian coordinates (Å):
C (3.181, 6.166, 0.719)
C (3.307, 4.804, -0.243)
S (2.131, 4.824, -1.700)
C (1.432, 3.128, -2.080)
C (2.537, 2.002, -2.525)
C (2.025, 0.695, -3.104)
C (0.434, 0.380, -3.345)
C (-0.260, -0.592, -2.222)
C (-1.708, 0.062, -1.705)
C (-2.444, -0.888, -0.555)
N (-2.480, -0.250, 0.821)
C (3.152, -0.472, -3.510)
O (3.003, -1.294, -4.582)
C (4.526, -0.569, -2.561)
C (5.322, -1.972, -2.268)
C (5.654, -2.268, -0.690)
C (7.263, -2.027, -0.303)
F (4.727, -1.605, 0.273)
C (5.006, 0.762, -2.025)
N (6.225, 0.934, -1.147)
C (5.765, 1.385, 0.097)
S (5.361, 1.277, 1.780)
C (4.169, 2.138, -2.411)
O (4.895, 3.236, -2.638)
H (3.608, 7.087, 0.103)
H (3.906, 6.005, 1.645)
H (2.081, 6.352, 1.075)
H (3.173, 3.814, 0.401)
H (4.446, 4.804, -0.600)
H (0.773, 2.704, -1.181)
H (0.678, 3.271, -2.989)
H (-0.248, 1.346, -3.422)
H (0.343, -0.146, -4.412)
H (0.441, -0.905, -1.338)
H (-0.576, -1.588, -2.797)
H (-1.579, 1.179, -1.320)
H (-2.498, 0.135, -2.595)
H (-1.957, -1.954, -0.465)
H (-3.582, -1.071, -0.862)
H (-1.525, 0.059, 1.127)
H (-2.744, -1.013, 1.502)
H (4.591, -2.847, -2.623)
H (6.298, -2.099, -2.942)
H (5.488, -3.439, -0.531)
H (7.714, -1.284, -1.118)
H (7.883, -3.025, -0.354)
H (7.327, -1.505, 0.761)
C (-0.798, -3.642, 2.783)
N (-2.128, -3.128, 3.208)
O (-3.014, -3.073, 2.347)
O (-2.245, -2.795, 4.393)
H (-0.839, -3.896, 1.722)
H (-0.067, -2.851, 2.962)
H (-0.580, -4.528, 3.383)
C (4.436, 8.865, 3.890)
N (4.164, 7.453, 3.507)
O (3.017, 7.029, 3.688)
O (5.110, 6.811, 3.035)
H (3.520, 9.306, 4.288)
H (5.221, 8.855, 4.649)
H (4.760, 9.394, 2.991)
C (-6.101, -4.070, 2.171)
N (-6.967, -5.280, 2.155)
O (-7.042, -5.936, 3.200)
O (-7.545, -5.537, 1.093)
H (-5.657, -3.966, 3.163)
H (-5.326, -4.209, 1.414)
H (-6.733, -3.210, 1.939)
C (-9.213, -7.703, 2.838)
N (-9.969, -8.962, 3.075)
O (-9.849, -9.495, 4.185)
O (-10.662, -9.381, 2.141)
H (-8.650, -7.454, 3.740)
H (-8.537, -7.877, 1.998)
H (-9.939, -6.921, 2.609)
C (-4.296, 3.015, -3.516)
N (-2.852, 2.804, -3.226)
O (-2.240, 2.010, -3.949)
O (-2.375, 3.440, -2.279)
H (-4.579, 2.395, -4.370)
H (-4.857, 2.726, -2.626)
H (-4.434, 4.074, -3.746)

Computed properties:
Frontier orbital gap, eV: 6.80
Strongest force on any atom, eV/Å: 8.65
Total energy, eV: -82790.854
LUMO energy, eV: -1.537
SMILES: CCSCC1=C(CCCCN)C(=O)C(C[C@@H](C)F)=C(N=C=S)C1=O.C[N+](=O)[O-].C[N+](=O)[O-].C[N+](=O)[O-].C[N+](=O)[O-].C[N+](=O)[O-]
ΔE to the lowest compared entry with this formula, charge and spin, kJ/mol: 1167.1
Net charge: 0

A structure of composition C22H38IrN2SbSe2Si3Te2 at a distorted geometry, computed with ωB97M-V with the def2-TZVPD basis set.

Cartesian coordinates (Å):
Ir (-1.628, -1.490, 1.385)
C (-0.973, -1.949, -2.129)
Sb (0.639, -0.835, -1.192)
C (0.350, -1.833, 0.754)
C (1.020, -1.090, 1.818)
C (2.375, -0.740, 1.850)
C (2.885, -0.124, 2.971)
C (2.040, 0.142, 4.045)
C (0.706, -0.205, 3.925)
N (0.211, -0.790, 2.846)
Si (1.121, -3.605, 0.742)
C (0.178, -4.877, -0.309)
C (1.372, -4.223, 2.528)
C (2.868, -3.526, -0.044)
C (-0.232, 1.282, -0.967)
C (-1.176, 1.533, 0.139)
C (-1.697, 2.832, 0.268)
C (-2.584, 3.147, 1.267)
C (-2.918, 2.168, 2.196)
C (-2.347, 0.929, 2.038)
N (-1.523, 0.605, 1.031)
Si (1.333, 2.374, -0.568)
C (1.389, 2.585, 1.330)
C (1.368, 4.162, -1.248)
C (2.948, 1.590, -1.224)
Si (-1.119, 1.693, -2.638)
C (0.003, 1.145, -4.078)
C (-1.510, 3.527, -3.033)
C (-2.872, 0.940, -2.661)
H (-0.690, -2.996, -2.139)
H (-1.116, -1.610, -3.151)
H (-1.891, -1.845, -1.557)
H (2.999, -0.967, 0.998)
H (3.929, 0.152, 3.015)
H (2.409, 0.610, 4.944)
H (-0.002, -0.011, 4.719)
H (-0.894, -4.814, -0.158)
H (0.489, -5.876, -0.023)
H (0.384, -4.760, -1.368)
H (0.527, -3.967, 3.158)
H (2.263, -3.804, 2.982)
H (1.465, -5.303, 2.543)
H (2.882, -2.918, -0.946)
H (3.180, -4.529, -0.316)
H (3.611, -3.137, 0.641)
H (-1.392, 3.575, -0.446)
H (-3.009, 4.136, 1.325)
H (-3.605, 2.359, 3.004)
H (-2.571, 0.148, 2.763)
H (0.701, 3.363, 1.647)
H (2.379, 2.859, 1.679)
H (1.101, 1.674, 1.841)
H (0.477, 4.730, -1.005)
H (1.504, 4.187, -2.323)
H (2.209, 4.688, -0.804)
H (3.275, 0.763, -0.602)
H (3.745, 2.327, -1.241)
H (2.821, 1.215, -2.235)
H (0.933, 1.704, -4.075)
H (-0.488, 1.340, -5.025)
H (0.254, 0.090, -4.046)
H (-0.646, 4.178, -3.011)
H (-2.264, 3.940, -2.370)
H (-1.920, 3.574, -4.038)
H (-2.893, -0.140, -2.740)
H (-3.443, 1.342, -3.494)
H (-3.403, 1.205, -1.749)
Se (-4.045, -1.114, 0.224)
Te (-5.502, -3.072, -0.029)
Te (-3.893, -5.172, -0.031)
Se (-2.102, -3.489, 2.395)

Computed properties:
Frontier orbital gap (alpha / beta), eV: 6.93 / 5.55
Multiplicity: 5
Strongest force on any atom, eV/Å: 2.24
Total energy, eV: -204700.752
LUMO energy (alpha / beta), eV: 0.098 / -1.653
Net charge: 0